[1]
ORCA calculation (ωB97M-V/def2-TZVPD) on a 4-piece molecular cluster, C4H15NO4 overall in a non-equilibrium geometry.

The calculation puts the HOMO-LUMO gap at 0.400 hartree. As for the energy above the lowest of the compared OMol25 structures with the same formula, charge and spin: 58.0 kcal per mole. For the total energy, the calculation gives -517.0701 hartree. The LUMO energy comes out at 0.55 eV.

Atoms and positions in Å:
C (-0.457, -1.585, -1.652)
N (0.272, -0.483, -2.241)
C (1.416, 0.006, -1.447)
C (0.819, 0.761, -0.292)
C (0.704, 2.303, -0.326)
O (-0.032, -2.129, -0.645)
H (-1.270, -2.088, -2.243)
H (-0.084, 0.191, -2.907)
H (1.958, -0.969, -1.082)
H (2.124, 0.511, -2.163)
H (-0.213, 0.434, -0.157)
H (1.174, 0.463, 0.743)
H (0.759, 2.733, -1.237)
H (1.356, 2.920, 0.276)
H (-0.295, 2.635, 0.034)
H (-1.742, -1.541, 1.742)
H (-2.052, -2.223, 0.339)
O (-2.462, -1.710, 1.069)
H (-0.123, 1.820, 1.993)
H (-1.349, 0.773, 2.117)
O (-1.019, 1.630, 2.095)
H (0.254, -1.846, 1.261)
H (0.315, -0.849, 2.522)
O (-0.052, -1.756, 2.202)

[2]
ORCA calculation (ωB97M-V/def2-TZVPD) on a 3-piece molecular cluster, C4H15NO4 overall in a non-equilibrium geometry.

The calculation puts the HOMO-LUMO gap at 0.339 hartree. As for the energy above the lowest of the compared OMol25 structures with the same formula, charge and spin: 52.8 kcal per mole. For the total energy, the calculation gives -517.0785 hartree. The LUMO energy comes out at 0.39 eV.

Atoms and positions in Å:
C (-0.206, -0.295, -1.956)
O (-1.369, 0.441, -1.634)
C (0.796, -0.576, -0.789)
C (-0.036, -1.131, 0.399)
C (0.897, -1.470, 1.565)
O (1.090, -2.903, 1.617)
N (1.547, 0.594, -0.421)
H (-0.501, -1.229, -2.434)
H (0.363, 0.269, -2.715)
H (-1.113, 1.068, -0.948)
H (1.492, -1.347, -1.140)
H (-0.645, -1.974, 0.074)
H (-0.700, -0.275, 0.566)
H (0.385, -1.255, 2.501)
H (1.840, -0.952, 1.462)
H (1.769, -3.085, 0.972)
H (1.124, 1.287, 0.158)
H (1.927, 1.145, -1.176)
H (0.353, 3.766, -0.753)
H (-0.278, 2.850, 0.348)
O (0.077, 2.873, -0.549)
H (-3.376, 0.810, 0.956)
H (-2.628, 0.306, 2.220)
O (-2.807, 1.081, 1.679)